ORCA calculation (ωB97M-V/def2-TZVPD) on C8H12 in the gas phase.

Geometry as XYZ:
```
20
Properties=species:S:1:pos:R:3:forces:R:3
C 2.128193 0.665153 -0.249407 -0.198 0.189 0.472
C -2.778200 -0.670822 0.487866 -0.104 0.571 0.035
C 3.191912 -0.117937 -0.152427 0.801 -0.078 -0.224
C 0.625673 -0.390594 -1.824099 0.200 0.826 0.128
C -0.555296 1.550615 0.946813 0.919 0.222 0.006
C -1.263682 -0.791460 0.471852 0.437 -1.202 1.638
C 0.776808 0.233390 -0.652278 -0.347 -0.633 -0.224
C -0.382937 0.413052 0.274263 -0.171 0.210 -0.187
H 3.210659 -1.196897 -0.246438 -0.496 -0.011 -0.314
H -0.358492 -0.625463 -2.198179 -0.032 -0.373 -0.056
H -0.906926 -1.692624 -0.032985 -0.193 0.475 -0.871
H 4.191781 0.290664 -0.019061 -0.271 0.197 0.379
H -3.101199 0.083318 1.203548 0.140 0.178 0.109
H -3.199491 -0.344487 -0.465310 -0.020 -0.395 -0.076
H -3.213891 -1.600519 0.863027 -0.051 -0.009 -0.473
H 0.112219 2.380574 0.718310 -0.099 -0.083 0.181
H -1.172156 1.695414 1.823864 -0.531 -0.152 -0.352
H 2.222771 1.707331 0.041003 0.124 0.092 -0.230
H 1.486996 -0.441251 -2.473173 -0.087 -0.299 -0.209
H -1.014740 -1.147458 1.482805 -0.021 0.276 0.268
```
Positions in Å, forces in eV/Å.

As for the spin multiplicity: 1. The calculation puts the energy relative to the best compared isomer or geometry (same formula, charge and spin) at 122.7 kJ/mol. As for the structure (SMILES): C=CC(=C)C(=C)CC. The orbital gap comes out at 9.7729 eV.

Here are the Mulliken charges for atoms 1 to 2, given in e:
1. C -0.2712
2. C -1.1131

***

ORCA calculation (ωB97M-V/def2-TZVPD) on a molecular structure, C33H24N2O5PYb.

Geometry as XYZ:
```
66
Properties=species:S:1:pos:R:3:forces:R:3
Yb -0.488340 1.193237 -0.058853 -0.047 -1.031 -0.060
P -0.454363 -1.580221 -0.309960 0.006 -0.465 -0.075
O 3.854073 0.566558 -0.807138 -0.307 -0.091 -0.067
O -2.323714 1.809586 -0.697649 -0.397 -0.061 -0.232
O -0.254486 0.434424 1.830358 0.027 0.294 -0.232
O 1.450377 1.627690 -0.758241 0.381 -0.225 -0.372
O -0.760837 0.073022 3.956107 0.027 -0.179 -0.315
N -0.175239 3.369538 0.116761 -0.419 0.533 0.528
N 1.159382 3.646167 0.327367 0.523 0.234 -0.096
C 3.260064 -3.224620 -0.992267 0.107 -0.030 -0.044
C 6.152603 3.148257 0.219255 0.000 0.010 -0.005
C -3.055813 2.753625 -0.162769 -0.494 0.792 0.244
C 5.643813 1.950579 -0.225099 -0.229 -0.125 -0.062
C 2.657287 -1.952806 -2.925202 0.076 -0.003 -0.105
C -0.525403 -0.324448 2.832918 -0.107 -0.353 0.831
C -2.835746 -3.085992 -0.495076 -0.010 -0.021 0.166
C -0.502893 -4.622114 2.363692 0.007 0.026 -0.102
C -4.728878 4.706269 0.997755 0.192 0.265 0.167
C -2.490620 3.884745 0.515054 -0.614 -0.271 -0.176
C -1.892405 -2.321429 -1.171911 0.190 0.005 0.015
C 1.445782 -1.641804 -2.340480 -0.085 0.013 0.081
C -0.549935 -2.633298 3.688651 -0.019 0.058 0.148
C -4.185755 -3.225045 -2.478291 -0.007 -0.011 0.026
C -1.078118 4.133398 0.641159 0.732 -0.105 -0.233
C 1.105893 -2.153177 -1.087401 -0.136 0.111 0.081
C 3.387155 2.831987 -0.052415 0.208 -0.131 -0.060
C -4.457511 2.668019 -0.245550 0.211 -0.019 -0.019
C -0.475895 -3.839800 1.223253 0.111 -0.129 0.120
C -0.513486 -1.829112 2.552699 0.002 0.101 0.081
C -3.971335 -3.534503 -1.146168 -0.126 -0.048 -0.077
C -5.270201 3.619806 0.323669 -0.045 -0.126 -0.082
C 3.568054 -2.753557 -2.256018 0.003 -0.004 0.019
C 1.919347 2.701035 -0.171279 0.214 0.732 0.267
C -0.539696 -4.010056 3.607932 -0.003 -0.016 -0.048
C 4.264325 1.771342 -0.373218 0.064 0.453 0.198
C 2.042657 -2.924319 -0.406633 -0.117 -0.072 0.088
C -2.135199 -1.980517 -2.501101 0.035 -0.015 0.093
C -3.263857 -2.439425 -3.151416 -0.065 -0.018 -0.093
C 3.938377 4.037256 0.395329 0.009 -0.086 -0.032
C -3.358912 4.830938 1.086834 -0.129 -0.171 -0.111
C 5.299527 4.201216 0.528384 -0.020 0.155 0.057
C -0.472401 -2.442882 1.297078 0.005 0.067 -0.054
H 6.289217 1.120967 -0.471148 0.041 -0.080 -0.023
H 1.833331 -3.289282 0.589479 0.026 0.020 -0.043
H -0.590689 -2.131662 4.643836 -0.001 0.022 0.047
H -2.693207 -3.334143 0.549754 -0.098 0.044 -0.148
H -4.875939 1.820630 -0.769107 0.008 -0.072 -0.035
H 7.221838 3.266820 0.325174 0.060 0.008 0.004
H -2.928597 5.677413 1.604359 0.046 0.063 0.040
H 2.899807 -1.545808 -3.895056 0.032 0.034 -0.084
H -4.691002 -4.128465 -0.603676 -0.084 -0.057 0.043
H -0.458650 -4.318974 0.250039 0.022 0.009 0.059
H 3.259346 4.840984 0.634372 -0.042 0.049 0.021
H 2.880148 0.622906 -0.894646 0.120 -0.096 -0.072
H -5.071607 -3.578982 -2.985353 -0.050 -0.019 -0.024
H -0.564430 -4.603214 4.510677 0.003 -0.043 0.042
H -6.343553 3.515557 0.244445 -0.060 -0.002 0.000
H 0.782410 -0.964353 -2.858429 -0.146 0.037 -0.067
H -0.498708 -5.699302 2.279280 0.001 -0.063 -0.013
H -0.772331 5.011325 1.214878 0.089 -0.046 -0.137
H -1.457681 -1.336546 -3.038296 0.179 0.079 -0.072
H 3.974221 -3.822465 -0.447292 0.083 -0.058 0.050
H 5.701266 5.143149 0.871270 0.006 0.057 0.026
H -5.375868 5.445357 1.444686 -0.016 0.070 0.044
H -3.429630 -2.168370 -4.183034 -0.025 0.015 -0.096
H 4.522650 -2.983120 -2.706321 0.051 -0.012 -0.021
```
Positions in Å, forces in eV/Å.

As for the spin multiplicity: 2. The orbital gap (spin up / spin down) comes out at 7.7855 / 7.7903 eV.

Here are the Mulliken charges for atoms 1 to 2, given in e:
1. Yb 0.8895
2. P 1.0199

***

ORCA calculation (ωB97M-V/def2-TZVPD) on a molecular structure, C12H13AsMnN3OS5.

Geometry as XYZ:
```
36
Properties=species:S:1:pos:R:3:forces:R:3
As 3.386210 -0.271519 0.909131 0.661 -0.123 0.523
Mn 1.092288 0.321565 -0.567884 -0.765 -0.041 -0.653
S 1.289972 0.030352 1.672350 0.330 0.035 -0.143
S -1.172508 -0.643211 -1.459792 -0.072 0.084 -0.109
S 4.483770 -1.642109 2.061347 -0.118 -0.018 -0.058
S 2.792590 -1.029504 -1.098331 0.107 0.218 0.331
S 4.278867 1.663168 0.687245 0.253 -0.248 0.195
O 0.631397 2.095628 -1.203624 -0.702 -0.052 -0.378
N -1.765326 0.499467 0.847515 -0.063 0.184 0.041
N -1.850684 -1.761317 0.900426 0.000 -0.202 -0.098
N 1.027991 3.344807 -1.063358 0.609 -0.255 0.280
C 2.685586 4.926669 -0.533167 0.163 -0.290 -0.026
C 2.300761 3.611547 -0.748186 0.067 0.059 -0.182
C -2.528502 -4.914400 -0.954906 -0.009 0.048 0.011
C -1.586010 -4.058543 1.494107 0.066 -0.070 0.076
C -1.615988 -0.661884 0.158456 -0.036 -0.104 0.021
C 0.130189 4.315204 -1.262563 -0.279 0.487 -0.014
C -1.715188 -5.413637 1.239674 -0.030 0.020 0.017
C 1.768509 5.946085 -0.659280 0.064 0.157 0.081
C -2.189686 -5.850799 0.011178 -0.012 0.049 -0.022
C -1.931135 -3.123691 0.524269 0.105 0.107 0.054
C 0.477908 5.633178 -1.054452 -0.328 -0.176 -0.146
C -2.406119 -3.553311 -0.708608 -0.054 0.020 -0.045
H 2.047153 6.970344 -0.446803 0.002 -0.017 -0.097
H -0.268163 6.399846 -1.210053 -0.006 -0.029 0.026
H -0.838795 3.972691 -1.590646 -0.045 0.001 0.085
H -1.440212 -6.127683 2.005529 0.018 0.015 -0.016
H -1.509010 0.493079 1.826861 0.021 -0.015 -0.014
H -2.905829 -5.239046 -1.917082 0.032 0.000 0.016
H -1.397685 1.297463 0.353407 0.073 0.073 -0.006
H 2.951817 2.730632 -0.632703 0.016 0.211 0.141
H -2.295319 -6.908926 -0.191138 0.020 0.014 -0.001
H -2.672796 -2.831989 -1.466440 -0.004 -0.042 0.035
H -1.776860 -1.620714 1.896112 -0.055 -0.004 0.058
H -1.195424 -3.718197 2.447553 0.006 -0.015 -0.046
H 3.716234 5.118758 -0.266153 -0.037 -0.080 0.062
```
Positions in Å, forces in eV/Å.

As for the spin multiplicity: 2. Its net charge is -1. The orbital gap (spin up / spin down) comes out at 5.6650 / 5.7112 eV.

Here are the Mulliken charges for atoms 1 to 2, given in e:
1. As 0.6207
2. Mn 0.4745